Record 1
Computed, not measured: a molecular structure, C4H11N2 at a distorted geometry, with ωB97M-V/def2-TZVPD.

Computed properties:
- LUMO energy (eV) = -3.0
- Kohn-Sham gap (Eh) = 0.41418
- 2S+1 = 1
- charge = +1
- total energy (eV) = -7297.5979
- max |F| (hartree/bohr) = 0.095

Structure (XYZ):
```
17
Properties=species:S:1:pos:R:3:mulliken_charge:R:1
N 0.42901 -0.93231 1.91453 -0.484
N -0.59861 0.43459 0.01247 -0.105
C 1.69309 0.02660 -0.46304 -0.444
C 0.58988 1.00285 -0.83039 -0.371
C -1.78717 0.05032 -0.73131 -0.990
C 0.27616 -0.76358 0.56898 -0.240
H -1.34493 -0.40185 -1.57992 0.428
H -0.37586 -1.38911 2.43722 0.243
H 0.67793 2.14196 -0.72850 0.341
H -0.93057 1.02861 0.86305 0.428
H 1.18487 -0.61438 2.54834 0.215
H -2.49679 -0.61866 -0.22943 0.335
H 0.52078 0.93781 -1.92383 0.253
H 2.13110 -0.76137 -1.11976 0.306
H -2.18284 1.02191 -1.07349 0.386
H 2.40535 0.42832 0.22381 0.301
H -0.19141 -1.59172 0.11126 0.399
```

=====

Record 2
Computed, not measured: a gas-phase ion, C9H17N2 (charge +1), with ωB97M-V/def2-TZVPD.

Computed properties:
- LUMO energy (eV) = -3.0
- Kohn-Sham gap (Eh) = 0.39238
- 2S+1 = 1
- charge = +1
- SMILES string = CCCCCCc1c[nH]c[nH+]1
- total energy (eV) = -12583.1366
- max |F| (hartree/bohr) = 0.016

Structure (XYZ):
```
28
Properties=species:S:1:pos:R:3:mulliken_charge:R:1
N 0.23641 1.15684 2.53574 0.011
N 2.26941 1.74503 2.58638 -0.024
C 0.30092 -1.14996 1.50560 -1.118
C 0.65463 -0.46832 -0.97984 -0.331
C 2.23126 0.48032 2.05358 -0.523
C -2.63169 -0.30293 -2.26388 -1.133
C -0.28727 -1.02965 0.08440 -0.395
C -0.06308 0.08928 -2.21996 -0.919
C -1.23597 -0.74865 -2.74611 -0.485
C 1.04425 2.14383 2.88143 -0.223
C 0.94015 0.09171 2.01196 0.375
H 1.35683 -1.25232 -1.27995 0.270
H -0.76795 1.18362 2.63943 0.264
H -3.14152 -1.08476 -1.70073 0.253
H -1.08495 -1.79864 -2.48920 0.354
H -0.57943 -2.04060 -0.20557 0.445
H 1.26766 0.33521 -0.56100 0.244
H 1.02809 -1.95974 1.57580 0.408
H -0.41411 1.09892 -1.98074 0.410
H 0.68355 0.21637 -3.00599 0.335
H -1.21539 -0.45494 0.13595 0.243
H -2.56701 0.57581 -1.61765 0.314
H 3.10588 -0.06321 1.74083 0.440
H 3.10646 2.28907 2.73128 0.211
H -0.51633 -1.41235 2.18372 0.428
H -3.27272 -0.03166 -3.10126 0.335
H -1.21732 -0.69489 -3.83508 0.385
H 0.76923 3.08662 3.32085 0.426
```

=====

Record 3
Computed, not measured: 2 unconnected molecules or ions with the total composition C2H3NO2S2 at a distorted geometry, with ωB97M-V/def2-TZVPD.

Computed properties:
- LUMO energy (alpha / beta) (eV) = -2.1 / -2.1
- Kohn-Sham gap (alpha / beta) (Eh) = 0.27756 / 0.27890
- 2S+1 = 1
- charge = 0
- total energy (eV) = -29370.9529
- max |F| (hartree/bohr) = 0.078

Structure (XYZ):
```
10
Properties=species:S:1:pos:R:3:mulliken_charge:R:1
S 0.47791 1.54009 -0.30064 -0.166
S -2.83790 0.43050 0.14778 -0.236
O 2.03905 -1.86121 -0.31876 -0.512
O 2.67038 0.16616 0.29096 -0.494
N 1.84143 -0.70548 -0.03525 0.853
C 0.47057 -0.22292 -0.08202 0.516
C -0.62325 -0.90993 0.02687 -0.571
H -0.49554 1.95728 0.41104 0.123
H -1.12617 -1.72256 0.54703 0.359
H -2.41649 1.32806 -0.68701 0.127
```

=====

Record 4
Computed, not measured: a gas-phase ion, C4H7INO (charge +1) at a distorted geometry, with ωB97M-V/def2-TZVPD.

Computed properties:
- LUMO energy (eV) = -5.0
- Kohn-Sham gap (Eh) = 0.28540
- 2S+1 = 1
- charge = +1
- SMILES string = C=C(O)CC(=[NH2+])I
- total energy (eV) = -15890.8818
- max |F| (hartree/bohr) = 0.080

Structure (XYZ):
```
14
Properties=species:S:1:pos:R:3:mulliken_charge:R:1
I -0.27424 -2.60810 2.55708 0.312
O 0.50561 1.43395 -0.35866 -0.526
N 1.41488 -0.25397 1.71330 -0.281
C 0.43197 -1.00391 1.31233 0.208
C -0.45629 0.58810 -0.82737 0.702
C -1.21773 0.84725 -1.97406 -1.004
C -0.27372 -0.74615 -0.00522 -0.663
H 1.77872 0.63209 1.33905 0.272
H 0.52798 2.21476 -1.01449 0.342
H -1.97287 0.11981 -2.28809 0.261
H 0.36674 -1.19828 -0.63728 0.401
H -1.37321 1.85569 -2.37452 0.289
H 1.75862 -0.57350 2.62610 0.240
H -1.21645 -1.30772 -0.06817 0.448
```